No. 1
118
Properties=species:S:1:pos:R:3:forces:R:3 method="wB97M-V/def2-TZVPD" homo_ev="-12.4934 / -12.4919" orbital_gap_ev="6.8220 / 6.0588" multiplicity=2 fmax_ev_per_a=2.219 total_charge=+2 s2=0.7584
Sc 0.38162 -2.10957 1.77820 0.556 1.101 1.131
C 6.63082 -2.27237 0.53350 -0.213 0.098 0.010
S 5.21072 -1.89257 -0.52620 0.109 0.069 0.090
C 3.94702 -1.57187 0.67680 -0.112 -0.112 0.624
S 3.44202 -0.00097 0.30760 0.671 -0.278 -0.038
N 3.69582 -2.43037 1.59100 1.339 -1.056 -0.808
N 2.64262 -2.39027 2.40530 -1.175 -0.010 1.325
C 2.75122 -3.04107 3.52310 0.699 0.475 -1.135
C 1.62032 -3.16607 4.41330 -0.628 -0.054 0.648
C 1.71462 -3.91577 5.59100 0.084 0.292 -0.540
C 0.61542 -4.01697 6.42160 -0.213 0.214 -0.154
C -0.53608 -3.31937 6.08360 0.248 -0.080 0.004
C -0.54978 -2.58877 4.90880 -0.170 0.160 -0.037
N 0.47842 -2.52477 4.06230 0.427 -0.369 0.231
H 7.42852 -2.59207 -0.13040 0.032 -0.029 -0.035
H 6.36552 -3.06447 1.22640 0.012 -0.039 -0.017
H 6.93102 -1.37087 1.06160 0.046 -0.016 0.030
H 3.69592 -3.51377 3.78750 -0.071 0.046 -0.058
H 2.63642 -4.41887 5.83340 0.137 -0.047 -0.020
H 0.65932 -4.61477 7.31750 -0.002 -0.057 0.110
H -1.40848 -3.34917 6.71360 -0.131 0.041 0.058
H -1.42508 -2.01637 4.63010 -0.052 -0.064 -0.024
C 1.64862 -3.51577 -6.55870 -0.048 -0.064 -0.087
C 1.58422 -2.89237 -5.20370 0.046 0.180 0.058
C 1.83772 -1.53207 -5.03910 -0.074 -0.151 0.060
C 1.71722 -0.94077 -3.79710 0.048 0.147 0.254
C 1.32492 -1.70767 -2.71080 0.387 0.136 0.169
C 1.11412 -3.06827 -2.83720 -0.048 -0.063 0.179
C 1.24762 -3.65077 -4.08430 0.005 0.100 0.087
S 0.95662 -0.77127 -1.22760 -0.825 -0.386 -2.024
O 0.96232 -1.75267 -0.06140 0.207 -0.331 -0.139
C -0.81488 -0.69407 -1.58100 -0.282 0.205 0.084
C -1.55708 -1.83117 -1.23150 -0.262 -0.327 -0.138
C -2.91708 -1.82467 -1.33220 0.370 0.050 -0.001
C -3.58628 -0.66907 -1.78970 0.143 0.180 -0.173
C -4.99438 -0.62307 -1.85320 -0.143 0.174 -0.104
C -5.63298 0.46893 -2.37380 0.057 -0.317 0.161
C -4.88588 1.56033 -2.84460 0.239 0.178 -0.001
C -3.51838 1.55703 -2.77910 -0.154 0.115 0.003
C -2.82658 0.44493 -2.25080 -0.125 -0.328 0.186
C -1.40308 0.40863 -2.15590 0.144 -0.362 0.197
C -0.55858 1.46733 -2.75190 0.128 0.349 0.133
C -0.52338 1.61513 -4.16930 0.199 0.235 -0.185
C -1.25128 0.77333 -5.03750 -0.031 -0.049 -0.179
C -1.17338 0.93203 -6.39460 -0.082 -0.152 0.240
C -0.36898 1.93803 -6.95170 0.163 0.200 0.044
C 0.36102 2.76013 -6.13800 -0.070 -0.061 -0.160
C 0.31452 2.61543 -4.73580 -0.260 -0.261 0.007
C 1.10802 3.42573 -3.89510 0.039 -0.058 0.417
C 1.09562 3.24023 -2.54360 0.216 0.229 -0.319
C 0.25342 2.26973 -1.98670 -0.574 -0.446 0.279
S 0.33942 1.95773 -0.21450 -0.158 1.814 -0.512
O 1.79352 1.71093 -0.00300 0.361 0.255 0.161
C 0.15502 3.65103 0.39790 -0.284 -0.457 0.000
C 1.28112 4.42073 0.62920 0.092 -0.162 -0.143
C 1.15252 5.65323 1.24040 -0.193 -0.034 -0.033
C -0.09638 6.12073 1.63620 0.013 -0.103 -0.034
C -0.23618 7.41763 2.36030 -0.039 0.122 0.045
C -1.21928 5.33773 1.37280 -0.013 -0.019 -0.003
C -1.10268 4.10303 0.76330 0.151 -0.030 -0.035
H 2.27562 -2.93507 -7.23050 0.028 -0.018 -0.056
H 0.64522 -3.55747 -6.98390 -0.029 -0.017 -0.087
H 2.02382 -4.53477 -6.51060 0.051 -0.056 -0.023
H 2.12642 -0.92837 -5.88570 0.049 0.045 -0.114
H 1.91852 0.11013 -3.65900 0.060 0.230 -0.074
H 0.86132 -3.66677 -1.97780 -0.077 -0.124 0.134
H 1.07302 -4.71077 -4.18730 0.017 -0.133 -0.029
H -1.02738 -2.72887 -0.95920 -0.131 -0.027 0.136
H -3.48448 -2.70917 -1.08150 -0.071 -0.077 0.031
H -5.55528 -1.47337 -1.49340 -0.071 -0.084 0.009
H -6.71018 0.49243 -2.43010 -0.102 0.002 -0.015
H -5.40458 2.40983 -3.25900 -0.017 0.137 -0.056
H -2.95428 2.40763 -3.13180 0.010 0.085 -0.057
H -1.86648 -0.00807 -4.61990 -0.074 -0.093 -0.022
H -1.72998 0.27483 -7.04510 -0.070 -0.055 -0.044
H -0.32848 2.05323 -8.02430 0.030 0.035 -0.074
H 0.99242 3.53163 -6.55310 0.051 0.066 -0.077
H 1.73582 4.18433 -4.33640 0.092 0.078 -0.050
H 1.72782 3.82723 -1.89930 0.081 0.127 0.044
H 2.25372 4.04413 0.35320 0.128 -0.076 -0.008
H 2.03502 6.24633 1.42580 0.083 0.107 0.027
H 0.71272 7.94273 2.40540 0.038 0.109 0.021
H -0.58388 7.24793 3.37800 -0.007 0.014 0.101
H -0.97078 8.05583 1.87540 -0.031 0.103 -0.047
H -2.19428 5.69463 1.66470 -0.150 0.076 0.058
H -1.96978 3.48653 0.57930 -0.205 -0.045 0.001
F -0.98918 -3.41687 1.15620 -0.736 -0.954 -0.388
P -0.35638 -5.08077 1.29290 0.239 0.294 0.580
F 0.36192 -6.43777 1.52770 -0.119 0.082 -0.210
F -0.18528 -5.05947 -0.28210 -0.125 -0.115 0.259
F 1.11392 -4.21627 1.38130 -0.456 -0.137 0.078
F -1.83008 -5.59967 1.22280 0.168 -0.047 -0.080
F -0.49298 -4.77507 2.88620 -0.006 -0.430 -0.426
O 0.78322 -0.16397 2.36060 -0.452 0.160 -0.663
S 1.69732 0.39903 3.44560 0.023 0.849 0.847
C 2.24762 2.07353 2.93880 -0.068 -0.090 0.050
C 1.35492 3.10103 3.61850 -0.122 -0.079 0.234
C 0.97082 2.50833 4.97050 0.055 0.096 -0.133
C 0.51452 1.08983 4.67740 0.267 -0.146 0.079
H 2.22812 2.09863 1.85050 0.078 -0.088 0.106
H 3.27812 2.15453 3.28060 0.091 -0.140 0.051
H 0.45632 3.27803 3.02600 -0.014 0.031 -0.022
H 1.87222 4.05313 3.73480 0.009 -0.034 -0.095
H 0.18252 3.08723 5.45270 0.012 -0.102 0.064
H 1.83622 2.49273 5.63460 -0.003 0.038 0.078
H -0.45708 1.06363 4.18430 -0.010 -0.056 -0.127
H 0.49902 0.44823 5.55470 -0.010 -0.115 -0.007
C -4.71458 -0.42097 1.94800 0.335 0.014 -0.028
C -4.30708 -1.63167 2.48440 0.098 0.060 0.006
C -2.95888 -1.94857 2.48510 -0.100 -0.110 -0.057
N -2.00718 -1.14847 1.98160 0.153 -0.244 0.171
C -2.41458 0.01373 1.45990 0.202 0.254 0.080
C -3.74048 0.41723 1.42610 0.036 -0.153 0.087
H -5.75498 -0.13587 1.94170 -0.103 0.015 -0.023
H -5.01868 -2.32407 2.90290 -0.057 -0.101 0.062
H -2.64058 -2.89787 2.90080 0.045 0.007 -0.095
H -1.63328 0.65623 1.06610 -0.070 -0.077 0.014
H -4.00568 1.37073 0.99910 0.023 0.115 -0.108

***

No. 2
112
Properties=species:S:1:pos:R:3:forces:R:3 method="wB97M-V/def2-TZVPD" homo_ev=-7.0041 orbital_gap_ev=7.1672 fmax_ev_per_a=4.263
Zn -0.06283 -0.55079 0.74865 -0.532 -0.479 0.120
C 3.31793 1.28947 -0.50831 0.599 0.111 -0.744
C 3.70403 2.70256 -0.60727 -1.594 -2.082 0.511
C 2.60790 3.66395 -0.18555 -0.938 3.891 -0.797
O 2.80346 4.85788 -0.55212 -0.628 -2.160 1.015
C 1.34183 3.24954 0.42361 1.987 -1.037 -0.951
C 1.09957 1.90722 0.47941 0.112 0.494 0.475
C 2.16822 0.89323 0.09158 -0.313 -0.074 0.310
O 1.91915 -0.34463 0.40740 -0.455 0.469 -0.731
O -0.01587 1.42772 0.90604 -0.267 -0.330 -0.200
O 4.74999 3.12140 -1.00515 1.352 0.328 -0.455
H 3.88962 0.49788 -0.99915 0.349 0.345 0.414
H 0.56396 3.94349 0.62035 -0.324 0.682 0.174
N -1.95096 4.65647 -3.26374 -0.787 -1.104 -0.570
C -0.76242 4.82834 -2.78883 3.915 1.107 -0.338
C -0.38240 5.96910 -2.03255 0.349 -0.767 1.080
C -1.33108 6.92263 -1.75975 -0.620 -0.141 -0.840
C -2.59238 6.74458 -2.33072 -0.435 0.575 -0.302
C -2.86788 5.59299 -3.01692 1.568 -0.345 1.028
H 0.15865 4.22601 -3.14875 -2.012 0.228 0.725
H 0.59972 6.01456 -1.52823 -0.410 -0.111 -0.643
H -1.14011 7.79319 -1.17371 0.307 0.419 0.303
H -3.38372 7.48903 -2.35705 0.193 0.079 0.652
H -3.83797 5.28581 -3.19905 -1.985 -0.087 -0.993
N -0.61306 -0.44696 -1.47645 0.208 0.294 0.818
C 0.26927 -1.00457 -2.30310 0.313 -0.973 0.356
C 0.40546 -0.63850 -3.63847 0.948 0.580 0.013
C -0.30070 0.46979 -4.06233 -0.699 1.402 0.774
C -1.15556 1.14758 -3.15262 -0.155 -1.455 0.046
C -1.31079 0.62985 -1.84961 -0.010 -0.521 -2.260
H 0.87343 -1.81251 -1.82383 -0.436 0.714 -0.735
H 1.20010 -1.03099 -4.28347 -0.494 -0.287 0.382
H -0.16122 0.93295 -5.04523 -0.074 -0.523 0.234
H -1.82554 1.90859 -3.51868 0.222 0.502 0.152
H -2.12520 0.94166 -1.21558 0.240 0.415 0.420
N 4.04477 -1.87729 2.74820 -0.804 0.283 -0.284
C 4.29577 -0.71012 2.21317 0.097 3.080 -2.945
C 5.44770 0.06297 2.42353 -0.195 -0.570 2.098
C 6.24753 -0.30502 3.50888 -0.842 -1.858 -0.632
C 5.95682 -1.51169 4.19605 -0.400 1.354 -1.200
C 4.86993 -2.22305 3.70294 0.723 -2.166 2.098
H 3.63949 -0.20607 1.43002 0.495 -1.684 1.234
H 5.60118 1.00615 1.92235 -0.035 -0.091 -0.308
H 7.13979 0.19745 3.71337 1.128 1.015 0.535
H 6.53689 -1.84327 5.04810 -0.054 -0.103 -0.172
H 4.64687 -3.21035 4.15485 0.183 0.559 -0.151
N -3.23401 -3.21324 -2.12525 -0.174 0.139 -1.503
C -3.31557 -4.52324 -2.39699 -0.465 0.023 0.429
C -3.61622 -5.01579 -3.67396 0.463 -1.346 0.569
C -3.81159 -4.16547 -4.70675 -0.118 2.217 -0.969
C -3.71184 -2.76906 -4.49102 0.298 -0.582 1.583
C -3.41731 -2.34352 -3.18921 0.177 -2.602 0.301
H -3.21657 -5.25830 -1.55297 0.067 0.986 -0.754
H -3.63062 -6.08941 -3.90791 -0.074 0.440 0.535
H -4.02190 -4.52286 -5.70382 -0.027 -0.139 -0.045
H -3.81646 -2.00833 -5.24287 -0.109 -0.105 -0.391
H -3.24888 -1.32608 -2.96205 -0.012 1.030 0.220
N 0.17059 -2.68260 0.62853 -0.592 1.132 -0.031
C -0.64595 -3.52693 -0.00651 0.416 1.137 -1.275
C -0.24650 -4.82163 -0.24891 -0.202 -0.759 1.063
C 0.87452 -5.31335 0.42260 -0.781 1.748 -0.821
C 1.62318 -4.39893 1.10159 1.334 -1.017 0.633
C 1.32165 -3.08942 1.13754 -1.217 0.899 0.543
H -1.48839 -3.02527 -0.53216 0.442 -0.889 0.597
H -0.85771 -5.47953 -0.81544 -0.425 -0.375 -0.538
H 1.25283 -6.27390 0.30202 0.187 -1.746 -0.129
H 2.51124 -4.64550 1.62324 0.822 -0.670 0.311
H 1.93071 -2.38583 1.68453 0.151 0.180 -0.221
N -2.21109 -0.52599 1.36323 -0.416 0.229 0.538
C -2.52316 0.28590 2.37214 1.360 -0.434 -1.004
C -3.79273 0.52311 2.78108 -1.373 -0.274 1.636
C -4.83889 -0.02567 2.08405 1.263 -0.543 -0.473
C -4.51094 -0.83758 0.97049 -2.788 1.254 1.727
C -3.24060 -1.12393 0.72510 3.318 0.203 -1.304
H -1.72304 0.79700 2.84813 0.648 0.215 0.334
H -3.91731 0.95893 3.77785 -0.162 0.424 -0.702
H -5.82292 0.12271 2.45485 -0.844 0.024 -0.170
H -5.32622 -1.18639 0.39718 -0.476 -0.724 -0.720
H -2.86408 -1.70686 -0.10669 -0.745 -0.315 -0.072
N -2.66902 3.39385 2.77412 0.982 -0.674 -0.700
C -3.79563 3.99178 3.10086 0.977 0.222 -0.321
C -4.49608 4.76448 2.22817 -1.514 1.268 -1.532
C -4.00339 4.86242 0.92880 -1.510 0.516 -0.177
C -2.79028 4.30221 0.61685 0.496 0.974 -3.391
C -2.14677 3.53500 1.51188 -0.172 -1.379 3.234
H -4.12959 3.87354 4.08937 -0.376 -0.233 1.333
H -5.43325 5.31318 2.47792 0.770 -0.782 -0.005
H -4.64951 5.27960 0.12379 0.803 0.130 0.752
H -2.35780 4.49212 -0.41203 -0.558 -0.517 1.225
H -1.29319 2.86867 1.35508 -0.083 0.708 -0.368
N 3.41237 -2.64608 -4.18836 0.617 0.363 0.211
C 2.54627 -3.47815 -3.63044 -0.404 0.429 -0.028
C 2.57608 -3.83617 -2.26218 0.708 0.720 -1.216
C 3.58429 -3.29900 -1.46682 0.568 -0.010 -1.647
C 4.52624 -2.42212 -2.07079 -1.189 -0.505 0.139
C 4.39055 -2.12233 -3.42128 -1.637 -1.193 1.116
H 1.74608 -3.73208 -4.35638 0.357 -0.457 0.933
H 1.83537 -4.49965 -1.88497 -0.357 -0.377 0.321
H 3.68499 -3.66875 -0.47091 0.099 0.321 0.653
H 5.27050 -1.91417 -1.48722 0.295 -0.039 0.203
H 4.98351 -1.38256 -3.85996 1.032 0.848 -0.762
N 0.30342 -0.67991 2.94668 -0.056 -1.189 1.472
C 1.03446 0.29578 3.42677 0.790 0.503 0.302
C 1.45568 0.39852 4.75961 0.873 1.485 -0.674
C 1.15175 -0.59436 5.63833 -0.678 0.203 -0.205
C 0.28453 -1.58093 5.18183 0.025 -0.886 -0.283
C -0.08012 -1.63927 3.85929 -0.031 1.438 -1.720
H 1.38688 1.02971 2.72183 -0.154 0.215 -0.052
H 2.04202 1.31516 5.00503 -0.397 -1.072 0.013
H 1.49785 -0.56919 6.64880 0.081 -0.061 0.479
H -0.06100 -2.35332 5.83559 -0.096 -0.352 0.334
H -0.72078 -2.35925 3.35690 0.005 -0.354 0.746